[1]
{"formula": "C24H45BrCuN2O9P2S2Si", "method": "ωB97M-V with the def2-TZVPD basis set", "elements": ["Cu", "C", "C", "N", "C", "C", "S", "C", "C", "S", "C", "N", "C", "H", "H", "H", "H", "H", "H", "H", "H", "C", "C", "O", "P", "O", "O", "O", "P", "O", "O", "O", "H", "H", "H", "H", "H", "H", "H", "C", "C", "O", "O", "H", "H", "H", "C", "C", "C", "C", "Si", "Br", "C", "C", "C", "C", "C", "C", "C", "C", "H", "H", "H", "H", "H", "H", "H", "H", "H", "H", "H", "H", "H", "H", "H", "H", "H", "H", "H", "H", "H", "H", "H", "H", "H", "H", "H"], "coordinates": [[-0.453, 0.824, -0.464], [-1.931, 1.554, 2.769], [-2.270, 0.347, 1.985], [-1.750, -0.023, 0.849], [-2.297, -1.193, 0.361], [-3.258, -1.734, 1.149], [-3.485, -0.757, 2.536], [-1.684, -1.737, -0.838], [-1.982, -2.865, -1.530], [-0.794, -3.131, -2.733], [0.040, -1.690, -2.260], [-0.557, -1.082, -1.278], [1.319, -1.290, -2.894], [-0.863, 1.559, 2.985], [-2.500, 1.596, 3.695], [-2.133, 2.445, 2.174], [-3.825, -2.638, 1.006], [-2.810, -3.541, -1.395], [1.573, -1.949, -3.721], [2.113, -1.315, -2.144], [1.246, -0.264, -3.247], [2.118, 4.819, -1.074], [0.874, 4.025, -1.443], [0.037, 4.744, -2.370], [-0.253, 3.810, -0.015], [0.533, 3.891, 1.324], [-1.081, 5.159, 0.030], [-1.193, 2.635, -0.103], [1.299, 2.463, -2.362], [2.644, 1.895, -1.722], [1.513, 2.900, -3.757], [0.148, 1.470, -2.158], [1.844, 5.823, -0.748], [2.764, 4.891, -1.950], [2.663, 4.321, -0.273], [0.312, 4.450, -3.260], [0.839, 3.019, 1.748], [-1.418, 5.379, -0.854], [2.431, 1.360, -0.916], [3.399, 0.470, 1.837], [2.001, 1.007, 1.605], [1.484, 1.748, 2.463], [1.464, 0.689, 0.494], [3.640, 0.469, 2.896], [4.093, 1.132, 1.314], [3.489, -0.529, 1.413], [2.537, -4.278, 5.401], [1.678, -3.370, 4.508], [0.311, -3.173, 5.179], [2.336, -1.984, 4.428], [1.468, -4.157, 2.759], [0.658, -2.480, 1.446], [0.087, -5.509, 2.659], [0.312, -6.576, 3.741], [0.094, -6.188, 1.282], [-1.317, -4.910, 2.843], [3.129, -4.673, 1.918], [3.574, -6.054, 2.423], [4.236, -3.657, 2.232], [3.002, -4.724, 0.387], [2.611, -3.844, 6.402], [3.551, -4.385, 5.012], [2.106, -5.277, 5.502], [0.449, -2.640, 6.125], [-0.176, -4.122, 5.406], [-0.356, -2.571, 4.557], [2.396, -1.562, 5.437], [1.750, -1.296, 3.820], [3.348, -2.022, 4.028], [1.299, -7.035, 3.662], [-0.434, -7.370, 3.641], [0.213, -6.155, 4.743], [1.008, -6.753, 1.102], [-0.031, -5.456, 0.479], [-0.743, -6.891, 1.223], [-1.457, -4.455, 3.821], [-2.059, -5.709, 2.740], [-1.531, -4.157, 2.082], [3.651, -6.087, 3.513], [4.559, -6.295, 2.012], [2.885, -6.840, 2.107], [4.496, -3.640, 3.290], [3.950, -2.649, 1.924], [5.139, -3.927, 1.675], [2.242, -5.425, 0.048], [3.960, -5.041, -0.037], [2.765, -3.743, -0.025]], "mulliken_charge": [0.334, -1.064, 0.517, 0.508, -0.163, -0.081, -0.183, -0.354, -0.221, -0.202, 0.568, 0.310, -0.947, 0.151, 0.526, 0.162, 0.462, 0.472, 0.546, 0.152, 0.054, -1.834, 1.263, -0.703, 0.336, -0.678, -0.559, -0.712, 1.003, -0.603, -0.819, -0.551, 0.427, 0.441, 0.282, 0.457, 0.373, 0.402, 0.244, -0.968, 0.542, -0.858, 0.192, 0.344, 0.435, -0.146, -1.766, 2.783, -2.055, -2.037, -1.679, 0.442, 2.499, -1.770, -2.014, -1.862, 2.677, -1.798, -1.821, -1.836, 0.525, 0.311, 0.293, 0.610, 0.360, 0.293, 0.510, 0.325, 0.344, 0.310, 0.526, 0.302, 0.339, 0.291, 0.591, 0.305, 0.552, 0.263, 0.300, 0.530, 0.321, 0.318, 0.127, 0.617, 0.303, 0.547, 0.269], "spin_multiplicity": 2, "s_squared": 0.752, "homo_lumo_gap_ha": [0.330, 0.322], "charge": 0}

***

[2]
{"formula": "C24H45F2N4O5", "method": "ωB97M-V with the def2-TZVPD basis set", "elements": ["C", "C", "O", "C", "C", "N", "N", "C", "O", "F", "C", "O", "F", "H", "H", "H", "H", "H", "H", "H", "H", "H", "C", "C", "C", "C", "C", "C", "N", "O", "C", "C", "C", "H", "H", "H", "H", "H", "H", "H", "H", "H", "H", "H", "H", "H", "H", "H", "H", "H", "H", "C", "C", "C", "C", "C", "C", "N", "O", "C", "C", "C", "H", "H", "H", "H", "H", "H", "H", "H", "H", "H", "H", "H", "H", "H", "H", "H", "H", "H"], "coordinates": [[1.065, -0.511, -2.338], [-0.374, -0.169, -2.683], [-0.523, 1.246, -2.700], [-1.826, 1.659, -2.297], [-2.985, 1.143, -3.177], [-3.783, 0.158, -2.444], [-5.184, 0.496, -2.637], [-5.761, -0.717, -3.036], [-6.075, -1.641, -2.370], [-5.893, -0.767, -4.386], [-5.859, 1.071, -1.543], [-6.877, 1.685, -1.589], [-5.222, 0.922, -0.365], [1.746, -0.316, -3.175], [1.139, -1.580, -2.104], [1.415, 0.049, -1.466], [-0.632, -0.584, -3.669], [-1.070, -0.629, -1.970], [-1.807, 2.755, -2.264], [-2.030, 1.294, -1.280], [-3.612, 1.995, -3.475], [-2.536, 0.720, -4.096], [-1.472, -5.192, 2.503], [-1.240, -4.182, 1.371], [-0.513, -2.937, 1.888], [-1.405, -2.049, 2.755], [-2.676, -1.658, 1.999], [-3.460, -2.864, 1.475], [-2.516, -3.748, 0.709], [-2.305, -3.315, -0.485], [-4.144, -3.621, 2.625], [-4.569, -2.393, 0.539], [-0.391, -4.901, 0.329], [-2.066, -6.036, 2.148], [-0.503, -5.569, 2.835], [-1.957, -4.780, 3.380], [-0.164, -2.357, 1.029], [0.377, -3.254, 2.439], [-1.655, -2.563, 3.689], [-0.857, -1.149, 3.040], [-3.337, -1.058, 2.628], [-2.403, -1.033, 1.144], [-4.494, -4.598, 2.291], [-5.012, -3.043, 2.944], [-3.528, -3.752, 3.510], [-4.211, -1.765, -0.275], [-5.280, -1.808, 1.124], [-5.096, -3.243, 0.103], [-0.931, -5.755, -0.084], [0.520, -5.264, 0.809], [-0.114, -4.247, -0.491], [5.799, 3.561, -1.124], [4.508, 2.743, -0.993], [3.271, 3.620, -1.211], [3.000, 4.572, -0.046], [2.887, 3.794, 1.266], [4.118, 2.929, 1.554], [4.391, 2.076, 0.348], [3.622, 1.043, 0.309], [5.320, 3.804, 1.941], [3.853, 1.999, 2.732], [4.561, 1.657, -2.057], [6.668, 2.947, -0.885], [5.890, 3.897, -2.157], [5.831, 4.453, -0.507], [2.402, 2.967, -1.342], [3.394, 4.170, -2.146], [3.789, 5.326, 0.023], [2.073, 5.116, -0.228], [2.731, 4.471, 2.109], [2.009, 3.144, 1.212], [6.246, 3.229, 1.907], [5.177, 4.155, 2.963], [5.437, 4.694, 1.329], [2.972, 1.384, 2.573], [3.697, 2.604, 3.626], [4.707, 1.341, 2.904], [5.394, 0.972, -1.887], [4.695, 2.116, -3.038], [3.646, 1.073, -2.083]], "mulliken_charge": [-1.094, 0.093, -0.418, -0.435, -0.734, -0.428, 0.085, 0.483, -0.463, -0.274, 0.501, -0.567, -0.176, 0.332, 0.316, 0.164, 0.157, 0.126, 0.315, 0.271, 0.468, 0.275, -1.754, 1.795, -1.152, -0.514, -1.027, 2.048, 0.480, -0.564, -2.008, -2.054, -1.859, 0.367, 0.451, 0.291, 0.241, 0.367, 0.319, 0.416, 0.441, 0.057, 0.379, 0.469, 0.335, 0.382, 0.417, 0.465, 0.459, 0.423, 0.301, -1.847, 1.805, -1.186, -0.499, -1.319, 1.764, 0.413, -0.534, -1.783, -1.925, -1.573, 0.371, 0.448, 0.296, 0.271, 0.446, 0.314, 0.414, 0.380, 0.402, 0.353, 0.482, 0.282, 0.393, 0.433, 0.445, 0.456, 0.417, 0.112], "spin_multiplicity": 3, "s_squared": 2.008, "homo_lumo_gap_ha": [0.199, 0.195], "charge": -1}

***

[3]
{"formula": "C24H45HfNP2Si", "method": "ωB97M-V with the def2-TZVPD basis set", "elements": ["P", "P", "C", "C", "H", "H", "H", "H", "C", "H", "H", "H", "C", "H", "H", "H", "C", "H", "H", "H", "C", "H", "H", "H", "Hf", "C", "C", "C", "C", "C", "C", "C", "C", "C", "H", "H", "H", "H", "H", "H", "H", "H", "H", "H", "H", "H", "H", "H", "H", "C", "Si", "C", "C", "N", "C", "C", "C", "C", "C", "C", "H", "H", "H", "H", "H", "H", "H", "H", "H", "H", "H", "H", "H", "H"], "coordinates": [[0.441, -1.744, -3.187], [0.834, 1.552, -2.152], [0.252, -0.361, -4.397], [1.132, 0.799, -3.915], [-0.823, -0.110, -4.491], [0.605, -0.729, -5.376], [2.188, 0.506, -3.891], [0.980, 1.657, -4.595], [-0.536, 2.503, -3.096], [-1.114, 3.226, -2.517], [-1.271, 1.824, -3.558], [-0.007, 3.056, -3.903], [2.070, 2.853, -2.284], [1.816, 3.443, -3.175], [3.025, 2.327, -2.334], [2.066, 3.458, -1.378], [-0.837, -2.969, -3.826], [-0.976, -3.747, -3.059], [-0.506, -3.493, -4.736], [-1.825, -2.531, -4.044], [1.871, -2.708, -3.789], [2.763, -2.090, -3.892], [1.671, -3.204, -4.746], [2.081, -3.478, -3.035], [1.925, 0.827, 0.559], [-1.259, -0.119, -0.726], [-2.177, -0.245, -1.779], [-2.881, -1.525, -1.875], [-3.205, -1.792, -0.369], [-2.438, -2.782, 0.403], [-1.149, -3.124, 0.438], [0.074, -2.537, -0.281], [0.005, -0.947, -0.264], [3.622, 0.214, 1.841], [-1.479, 0.734, -0.013], [-2.651, 0.689, -2.169], [-2.184, -2.285, -2.248], [-3.739, -1.395, -2.569], [-3.304, -0.834, 0.188], [-4.216, -2.172, -0.405], [-3.072, -3.264, 1.157], [-0.928, -4.010, 1.067], [0.155, -2.904, -1.326], [1.006, -2.930, 0.236], [0.328, -0.700, 0.820], [0.935, -0.628, -0.820], [4.541, 0.807, 2.037], [3.947, -0.679, 1.253], [3.336, -0.120, 2.864], [0.520, 3.404, 1.188], [0.470, 2.468, 2.768], [1.884, 2.917, 3.881], [-1.077, 2.680, 3.811], [0.803, 0.771, 2.235], [0.149, -0.160, 3.070], [0.845, -0.656, 4.153], [0.081, -1.172, 5.192], [-1.310, -1.269, 5.073], [-1.958, -0.866, 3.901], [-1.220, -0.280, 2.884], [0.838, 4.427, 1.472], [-0.513, 3.500, 0.815], [1.213, 3.022, 0.367], [1.850, 3.993, 4.088], [1.805, 2.378, 4.829], [2.875, 2.720, 3.465], [-2.004, 2.327, 3.339], [-1.036, 2.152, 4.776], [-1.271, 3.732, 4.093], [1.934, -0.585, 4.127], [0.602, -1.478, 6.090], [-1.895, -1.615, 5.923], [-3.031, -0.946, 3.802], [-1.649, 0.219, 2.017]], "mulliken_charge": [0.905, 1.387, -0.902, -1.487, 0.365, 0.465, 0.482, 0.699, -1.734, 0.357, 0.313, 0.591, -1.190, 0.372, 0.455, 0.478, -1.544, 0.444, 0.521, 0.344, -1.311, 0.364, 0.438, 0.386, 0.612, 0.073, -0.554, 0.011, -1.108, -0.244, -0.709, -0.480, 0.970, -1.331, -0.081, 0.295, -0.471, 0.460, 0.274, 0.583, 0.429, 0.424, -0.450, 0.516, -0.073, 0.131, 0.408, 0.437, 0.219, -0.495, 0.036, -1.092, -1.114, 0.499, 0.427, -0.455, -0.617, -0.882, -1.040, 0.358, 0.498, 0.331, -0.306, 0.415, 0.319, 0.357, 0.372, 0.341, 0.453, 0.137, 0.463, 0.427, 0.536, 0.492], "relative_energy_ev": 0.000, "homo_lumo_gap_ha": 0.210, "charge": 2}